Below is C10H29AgClNO7 as an isolated structure in a non-equilibrium geometry, with properties calculated with ωB97M-V/def2-TZVPD.

HOMO-LUMO gap (alpha / beta)   0.28610 / 0.13672 Eh
Energy above the lowest of the compared OMol25 structures with the same formula, charge and spin   0.0 kJ/mol
⟨S²⟩   0.757
Calculated total energy   -43173.9584 eV
Charge   +1
Spin multiplicity   2
LUMO (alpha / beta)   -4.5 / -8.6 eV

Positions of all 49 atoms, in Å:
Ag: 2.30 -0.14 0.12
Cl: -0.18 -1.03 -0.05
C: 0.69 3.60 -1.57
C: 1.03 2.15 -1.27
C: 1.95 1.53 -2.32
O: 2.23 0.15 -2.09
C: 3.08 -0.39 -3.12
N: 1.69 2.04 0.07
H: -0.10 3.66 -2.32
H: 1.56 4.14 -1.97
H: 0.42 4.18 -0.69
H: 0.12 1.55 -1.25
H: 2.90 2.09 -2.32
H: 1.55 1.73 -3.32
H: 4.04 0.14 -3.07
H: 2.72 -0.25 -4.14
H: 3.14 -1.46 -2.94
H: 1.08 2.50 0.76
H: 2.49 2.68 0.11
C: -0.64 1.97 3.45
C: -0.14 1.83 4.87
O: 1.27 2.01 4.92
O: -0.23 0.87 2.64
H: -0.26 2.91 3.04
H: -1.73 2.01 3.39
H: -0.48 0.86 5.25
H: -0.65 2.57 5.49
H: 1.60 1.18 5.26
H: -0.94 0.64 2.03
C: -0.09 -2.35 -3.57
C: 0.12 -3.12 -4.89
O: 1.49 -3.34 -5.13
O: 0.19 -3.26 -2.50
H: -1.13 -1.99 -3.53
H: 0.56 -1.49 -3.42
H: -0.36 -2.48 -5.63
H: -0.36 -4.09 -4.77
H: 1.84 -3.86 -4.39
H: 0.10 -2.79 -1.67
C: -3.30 -1.35 2.47
C: -3.25 -1.62 3.97
O: -4.26 -2.52 4.39
O: -2.65 -2.34 1.70
H: -2.82 -0.37 2.31
H: -4.33 -1.21 2.13
H: -3.45 -0.66 4.46
H: -2.25 -1.89 4.33
H: -4.52 -3.08 3.65
H: -2.00 -1.91 1.13